55
Properties=species:S:1:pos:R:3:forces:R:3 method="wB97M-V/def2-TZVPD" multiplicity=1 largest_force_ha_per_bohr=0.0380 gap_ev=10.27 total_charge=-1 e_above_lowest_ev=0.000
O 0.5455 0.6639 0.6763 0.2 -0.4 -0.3
C -0.0546 0.0691 -0.2744 0.0 -0.1 0.4
O -1.2888 0.2015 -0.4714 0.1 0.2 -0.1
C 0.7364 -0.8703 -1.1455 0.3 -0.3 -0.2
H 0.1491 -1.1945 -1.9998 0.0 0.0 0.0
H 1.6541 -0.4124 -1.5052 -0.1 0.2 0.0
H 1.0366 -1.7555 -0.5740 -0.2 0.1 0.1
H 1.0963 3.7133 -0.7294 -0.2 0.3 0.2
H 1.2860 3.0503 -2.0731 0.1 0.6 -0.2
O 1.1917 3.9475 -1.6730 0.4 -0.6 -0.4
H 4.8528 -2.0017 -0.9540 0.0 0.0 0.1
H 3.8896 -0.8040 -0.8135 0.4 -0.2 -0.1
O 4.4756 -1.2705 -1.4462 -0.2 0.2 0.0
H -2.1245 -1.9321 -2.9729 0.2 -0.1 -0.3
H -1.0984 -2.1236 -4.1094 -0.1 0.1 0.0
O -1.8954 -1.6272 -3.8894 -0.1 -0.2 0.2
H 0.2672 1.2878 -3.0425 0.2 0.1 -0.4
H 1.4994 1.7051 -3.9264 -0.2 0.0 0.1
O 1.2220 1.5439 -3.0184 0.1 -0.2 0.0
H -1.7513 2.9071 -2.0044 -0.1 0.1 0.0
H -0.6573 3.9554 -1.7269 0.0 0.0 -0.3
O -1.5536 3.6709 -1.4450 -0.6 0.2 -1.0
H -3.5952 -2.4283 0.2397 -0.1 -0.1 0.1
H -3.5346 -1.5144 1.4542 -0.1 -0.2 0.0
O -3.6786 -2.4629 1.2069 0.0 0.2 0.0
H -0.5655 -0.6454 3.0800 -0.2 0.3 0.1
H -0.4468 0.5394 2.1389 -0.2 0.0 0.4
O -0.8316 0.3017 3.0220 0.4 -0.2 -0.3
H -1.6746 0.1425 -3.5589 0.2 0.3 0.2
H -1.5058 0.6925 -2.1381 -0.1 -0.1 0.3
O -1.4318 0.9628 -3.0690 -0.2 0.0 -0.4
H 2.1951 0.3312 0.6018 0.2 0.1 0.0
H 3.6334 0.9639 0.6763 -0.1 -0.1 0.0
O 3.1723 0.1183 0.6243 -0.2 0.1 0.0
H 2.9911 -0.7304 2.2171 0.0 0.0 0.3
H 2.3595 -0.1070 3.4697 0.2 -0.2 -0.3
O 2.6804 -0.9708 3.1164 -0.1 0.0 0.0
H -2.0266 -1.2916 -1.0108 0.1 -0.2 0.1
H -1.6803 -2.7523 -0.6392 -0.1 0.2 -0.2
O -2.2392 -2.2183 -1.2587 0.0 -0.1 0.0
H 1.2192 -1.7708 2.9480 -0.1 -0.2 0.0
H 0.2441 -2.7055 3.7358 0.0 -0.2 0.2
O 0.3054 -2.1876 2.9337 0.4 0.3 -0.1
H -0.5174 -2.9463 1.5152 -0.4 -0.3 -0.3
H -2.0417 -3.1867 1.2300 0.5 -0.1 0.0
O -1.1302 -3.4176 0.9100 -0.1 0.2 0.3
H -2.6350 0.4176 0.8042 -0.2 -0.1 0.3
H -2.4693 0.2965 2.3083 -0.1 0.0 0.0
O -3.1434 0.1972 1.6105 -0.1 0.2 -0.2
H -0.0226 2.3866 0.6813 0.0 0.6 0.0
H -0.8204 3.4207 -0.1243 -0.4 0.0 0.1
O -0.0844 3.3500 0.5067 0.8 -0.8 1.6
H 1.5521 1.9292 2.7012 0.0 0.0 0.1
H 0.6698 1.0926 3.6352 0.1 0.3 -0.1
O 1.5743 1.4693 3.5498 -0.1 0.1 0.3